1.
{
  "formula": "CH4FN3O",
  "method": "the ωB97M-V functional and the def2-TZVPD basis",
  "smiles": "[H]/N=N/[H].N=C=O.F",
  "homo_energy_ev": -10.395,
  "orbital_gap_ev": 10.264,
  "elements": ["C", "N", "N", "N", "O", "F", "H", "H", "H", "H"],
  "positions_angstrom": [[2.08621, 0.18716, -0.50927], [2.40178, 0.78190, 0.45087], [-1.13616, -0.59344, 0.45785], [-0.57247, -1.40836, -0.27942], [1.61174, -0.63183, -1.15221], [-2.92580, 1.25335, -0.17025], [-0.43763, -0.93618, -1.09534], [2.54186, 1.74075, 0.70122], [-1.26131, -0.84424, 1.43770], [-2.30821, 0.45089, 0.15885]]
}



2.
{
  "formula": "CH4FNP2",
  "method": "the ωB97M-V functional and the def2-TZVPD basis",
  "homo_energy_ev": [-9.152, -8.656],
  "orbital_gap_ev": [7.765, 7.795],
  "elements": ["C", "N", "F", "P", "P", "H", "H", "H", "H"],
  "positions_angstrom": [[0.20973, -1.34473, -1.30228], [-1.01557, -1.32049, -1.24956], [0.95796, -2.08752, -2.05264], [-0.50318, 0.74587, 1.08334], [1.48491, 1.12737, 0.51043], [-1.47162, -0.67344, -0.60171], [-0.17484, -0.23321, 2.01774], [-0.62135, 1.72457, 2.06080], [1.13395, 2.06158, -0.46611]]
}



3.
{
  "formula": "CH4FO3P",
  "method": "the ωB97M-V functional and the def2-TZVPD basis",
  "homo_energy_ev": [-4.926, -10.706],
  "multiplicity": 3,
  "orbital_gap_ev": [5.462, 7.399],
  "elements": ["C", "O", "O", "O", "F", "P", "H", "H", "H", "H"],
  "positions_angstrom": [[1.00355, -0.24389, 0.35200], [2.54080, 0.36188, -1.29645], [-0.45287, -0.36280, 0.15350], [1.49060, -0.48772, -0.89974], [1.31208, -1.10625, 1.28573], [-1.59216, 0.01513, -0.99393], [1.13072, 0.90278, 0.65044], [2.95606, -0.26176, -2.03042], [-1.01347, 1.22164, -1.54720], [-1.05627, -0.59867, -2.11732]]
}



4.
{
  "formula": "CH4FOP",
  "method": "the ωB97M-V functional and the def2-TZVPD basis",
  "smiles": "C=O.FP",
  "homo_energy_ev": -9.905,
  "orbital_gap_ev": 10.643,
  "elements": ["C", "O", "F", "P", "H", "H", "H", "H"],
  "positions_angstrom": [[-2.52765, -0.52740, 0.30931], [-1.70375, 0.23899, -0.06846], [2.47473, -0.89985, 0.00743], [2.55992, 0.72997, 0.18195], [-2.34176, -1.24528, 1.13825], [-3.61039, -0.27192, -0.03500], [3.59775, 1.18609, -0.63093], [1.55116, 0.78940, -0.90255]]
}



5.
{
  "formula": "CH4IN3",
  "method": "the ωB97M-V functional and the def2-TZVPD basis",
  "homo_energy_ev": [-6.519, -9.634],
  "multiplicity": 3,
  "orbital_gap_ev": [7.121, 6.862],
  "elements": ["C", "N", "N", "N", "I", "H", "H", "H", "H"],
  "positions_angstrom": [[0.64801, -0.25638, 0.04590], [-0.51866, 0.42984, 0.37441], [-1.46978, -0.11063, -0.26220], [-2.56083, 0.60170, -0.15287], [-4.48903, -0.05066, 0.01641], [0.97844, 0.18013, -0.94186], [0.39571, -1.31518, -0.03055], [1.33759, -0.02598, 0.82250], [-2.34710, 1.39544, 0.48404]]
}



6.
{
  "formula": "CH4IN3O2",
  "method": "the ωB97M-V functional and the def2-TZVPD basis",
  "homo_energy_ev": -8.523,
  "orbital_gap_ev": 8.248,
  "elements": ["C", "N", "N", "N", "O", "O", "I", "H", "H", "H", "H"],
  "positions_angstrom": [[-0.65843, 0.45321, -1.86017], [0.87391, 1.52346, 1.23287], [-0.57576, -2.17381, 0.43057], [0.18700, 0.67389, 0.51358], [-1.53503, -0.20876, -1.53731], [0.14671, 1.13860, -2.32496], [1.18876, -1.42842, -0.27988], [1.03904, 1.28442, 2.22185], [1.56324, 2.18927, 0.91682], [-0.83147, -1.29239, 0.93937], [-1.39799, -2.15947, -0.25273]]
}



7.
{
  "formula": "CH4IN3O2",
  "method": "the ωB97M-V functional and the def2-TZVPD basis",
  "homo_energy_ev": [-9.469, -8.380],
  "orbital_gap_ev": [8.774, 4.747],
  "elements": ["C", "N", "N", "N", "O", "O", "I", "H", "H", "H", "H"],
  "positions_angstrom": [[-0.37192, 0.36182, -0.31665], [-2.34689, 1.22975, -0.44522], [1.69418, -0.18488, 0.42629], [-1.08735, 1.42096, -0.72469], [-0.80773, -0.75054, 0.09195], [0.92451, 0.64638, -0.40054], [-5.72365, -0.10706, 0.04096], [-2.44507, 0.19686, -0.18386], [-2.92927, 1.92458, -0.85231], [2.56114, -0.09488, -0.01914], [1.21257, -1.07732, 0.50716]]
}



8.
{
  "formula": "CH4INO",
  "method": "the ωB97M-V functional and the def2-TZVPD basis",
  "homo_energy_ev": -8.981,
  "orbital_gap_ev": 8.439,
  "elements": ["C", "N", "O", "I", "H", "H", "H", "H"],
  "positions_angstrom": [[0.98806, 0.59895, -0.08645], [-0.92203, -0.59852, 0.38298], [-0.10128, -0.13528, -0.62431], [-2.88261, -0.09461, 0.01803], [0.64407, 1.52510, 0.38373], [1.62005, 0.82467, -0.94164], [1.53689, -0.00020, 0.64277], [-0.88317, -2.12010, 0.22490]]
}



Computed energy relative to the best compared isomer or geometry (same formula, charge and spin), in the same sequence as the records: 88.1, 405.6, 498.9, 241.9, 40.7, 29.1, 92.2, 268.9 kJ/mol.